A 4-piece molecular cluster, C17H28N7O overall at a distorted geometry, computed with wB97M-V/def2-TZVPD.

## Properties
total charge: +1
HOMO level: -11.60 eV
Kohn-Sham gap: 0.2997 hartree

The geometry in XYZ format:
```
53
Properties=species:S:1:pos:R:3:forces:R:3:nbo_charge:R:1
O -3.94341 -1.37414 -2.12805 1.041 1.979 -1.337 -0.549
N 0.26239 1.64492 0.63578 -2.681 1.298 0.946 -0.224
N 0.09864 2.03949 -4.71477 -2.709 9.469 1.871 -0.350
N 4.67822 1.49353 -0.03858 3.345 -4.665 8.107 -0.372
N 1.19331 1.59768 1.66188 -2.845 1.774 4.773 -0.378
N -0.93178 2.48082 2.66646 6.130 -2.852 -3.929 -0.434
N -0.95407 -6.14809 3.59063 4.764 1.678 8.720 -0.343
N -2.17476 2.36960 0.43042 -0.140 0.205 1.129 -0.595
C 1.48312 -2.51898 0.63727 -4.151 -5.624 6.001 -0.093
C -0.64097 4.67953 -4.24852 0.324 -1.163 -0.236 -0.718
C -2.39742 2.15296 -1.04261 -0.705 0.538 -1.582 -0.245
C -3.09199 -1.86042 -3.22486 0.261 -0.954 -0.343 -0.283
C 2.00452 -1.30214 -0.38488 -1.297 -1.950 0.653 -0.454
C -1.03809 2.17463 1.15950 2.958 -0.573 1.903 0.599
C 0.66518 -0.49824 -0.88216 -0.755 -0.154 0.282 -0.433
C 0.52170 2.08292 2.94306 -3.148 -0.028 -4.378 0.231
C -3.95888 0.12387 -2.08787 0.314 -0.766 1.093 -0.082
C 0.87503 -3.47361 1.50740 4.250 7.650 -5.377 -0.275
C 0.34848 -5.71453 6.00922 -0.582 -0.234 -1.058 -0.713
C -0.23680 3.23657 -4.50342 2.192 -7.847 -1.357 0.288
C -2.49636 0.58405 -1.50793 0.776 0.101 0.493 -0.468
C 5.13873 0.90617 0.97785 -2.979 3.790 -6.535 0.301
C 5.69376 0.19835 2.20315 -0.384 0.580 -0.975 -0.721
C -0.36337 -5.95145 4.68726 -3.872 -1.279 -7.200 0.286
C 0.75770 1.14902 -0.69152 1.547 -1.306 -1.921 -0.274
H -3.44042 2.65200 -1.33925 2.334 -0.886 1.014 0.241
H 2.45467 -1.84092 -1.32451 -0.467 1.244 2.066 0.269
H 6.67821 -0.22085 1.97746 -0.188 0.114 -0.078 0.276
H 0.71116 -4.68403 6.05782 -0.111 -0.165 -0.105 0.250
H -0.10523 5.06866 -3.37837 -0.009 -0.146 -0.154 0.255
H 2.17556 1.26781 1.49640 -1.412 0.556 0.143 0.469
H -1.71653 4.73758 -4.05984 0.166 -0.113 -0.081 0.256
H 5.78934 0.90602 3.03121 -0.029 -0.018 -0.224 0.263
H -0.39870 5.29397 -5.12000 -0.004 -0.199 0.108 0.272
H -4.21195 0.57239 -3.13909 0.529 -0.780 1.937 0.198
H -3.20195 -3.04882 -3.24484 0.021 2.787 -0.047 0.224
H -1.57916 2.78488 -1.61493 -1.638 -1.505 1.041 0.216
H -3.01208 2.74250 0.97344 1.888 -0.795 -0.794 0.454
H 0.98625 2.14999 4.01648 -0.765 -0.228 -2.611 0.281
H -0.34041 -5.88918 6.84021 0.038 0.003 -0.227 0.262
H 5.02214 -0.61111 2.50216 0.050 0.116 -0.160 0.261
H 0.39416 -3.97702 2.46603 1.257 1.029 -2.701 0.305
H 1.19862 -6.39594 6.10214 -0.183 0.071 -0.121 0.261
H -1.62061 0.40088 -2.28322 -2.035 0.245 1.521 0.234
H -1.93875 -1.65759 -3.07636 -2.283 -0.179 -0.134 0.167
H 0.28036 1.64486 -1.63752 0.649 -0.656 2.283 0.271
H -3.44337 -1.37021 -4.22788 0.703 -1.063 1.719 0.186
H -4.79993 0.39038 -1.28365 1.842 -0.502 -1.906 0.207
H 1.92394 1.39771 -0.74865 -2.551 -0.191 0.222 0.256
H -0.27218 -0.91274 -0.28314 2.087 0.943 -1.277 0.252
H 0.48098 -0.76476 -2.01907 0.426 0.806 2.335 0.249
H 2.77209 -0.63636 0.20229 -1.411 -1.432 -1.333 0.229
H -2.27910 -0.07262 -0.54000 -0.558 1.277 -2.177 0.233
```
Positions in Å, forces in eV/Å.



A 2-piece molecular cluster, C2H2Cl2NOP overall at a distorted geometry, computed with wB97M-V/def2-TZVPD.

## Properties
total charge: 0
HOMO level (spin up / spin down): -10.32 / -10.02 eV
Kohn-Sham gap (spin up / spin down): 0.3083 / 0.2528 hartree

The geometry in XYZ format:
```
9
Properties=species:S:1:pos:R:3:forces:R:3:nbo_charge:R:1
Cl -0.24369 2.21215 -0.91832 0.453 0.000 -1.156 -0.269
Cl -0.31111 1.45014 1.93894 0.198 -0.057 1.273 -0.215
P -1.37028 1.08293 0.30647 0.281 1.001 0.218 1.408
O -2.67482 1.73085 0.45246 -1.323 -0.387 -0.230 -0.912
N 1.24311 -0.87332 1.59014 0.253 -0.046 0.125 -0.253
C 1.03913 -1.06849 0.46542 0.093 -1.415 -0.195 0.153
C 0.88714 -1.46329 -0.84841 -1.341 -0.634 -1.640 -0.368
H 1.11679 -0.77248 -1.62089 0.653 0.853 -0.279 0.215
H 0.31374 -2.29849 -1.36581 0.732 0.686 1.885 0.242
```
Positions in Å, forces in eV/Å.



C40H35BrFeN10O4S as an isolated structure, computed with wB97M-V/def2-TZVPD.

## Properties
total charge: 0
HOMO level (spin up / spin down): -7.06 / -7.30 eV
multiplicity: 5
<S²>: 6.010
Kohn-Sham gap (spin up / spin down): 0.2608 / 0.2695 hartree

The geometry in XYZ format:
```
92
Properties=species:S:1:pos:R:3:forces:R:3:mulliken_charge:R:1
Br 7.13979 -0.08559 1.37210 0.020 0.007 0.020 -0.187
Fe -0.79532 0.09730 -0.58428 0.190 -0.058 0.233 1.757
S -0.40638 -0.64773 1.68855 0.256 -0.081 0.131 -0.623
O -3.25741 1.67818 7.35685 0.002 0.018 0.023 -0.592
O -2.37575 -1.28163 -1.10728 -0.149 -0.104 -0.134 -0.240
O -4.58292 -0.05938 7.02739 0.009 0.019 0.008 -0.503
O -0.13316 0.12230 -2.71778 -0.081 0.078 -0.062 -0.535
N 0.82372 -1.61879 -0.97882 0.006 -0.055 -0.060 0.598
N -2.75158 -3.48163 -1.39056 0.008 0.015 0.011 -0.212
N -2.10938 1.52611 -1.81574 -0.104 -0.211 -0.049 0.262
N 5.33422 -3.05212 -3.62662 -0.066 0.176 -0.056 -0.438
N -4.97192 1.75156 0.53307 0.039 -0.032 -0.005 -0.104
N 0.94868 3.50718 -1.98703 -0.022 0.011 0.065 -0.103
N 0.32378 1.94928 -0.54375 0.231 -0.110 -0.200 0.167
N -2.78463 2.13180 0.74082 -0.085 0.161 0.036 0.019
N -1.75733 -2.22844 -3.07609 -0.007 0.031 0.097 -0.153
N 4.29079 -2.88100 -4.27418 -0.017 -0.088 0.156 -0.497
C -5.11853 2.82835 4.08306 -0.008 0.037 0.019 -0.513
C 2.67188 -1.15173 -4.64687 0.010 0.073 -0.014 -0.370
C -0.77597 0.51759 4.14166 0.021 -0.030 0.040 -0.613
C 6.53548 -0.99605 -0.17444 -0.010 0.020 -0.039 -0.014
C -3.73903 1.76482 -0.05967 -0.005 -0.057 -0.003 0.562
C -1.34135 -0.23885 3.10903 -0.205 0.124 -0.110 0.484
C 4.30878 2.99058 -0.49251 0.004 -0.008 0.002 -0.444
C 1.58410 -0.34207 -4.28945 0.013 -0.074 -0.071 -0.704
C -3.53363 0.72750 6.67736 -0.018 0.018 -0.066 0.562
C -2.59022 -4.73639 -2.09196 -0.011 -0.024 0.004 -1.060
C -1.49388 0.80965 5.28515 -0.006 -0.070 0.009 -1.011
C 2.17087 -3.53405 -0.50583 -0.008 0.011 0.024 -1.460
C 2.56285 -2.31493 -2.53513 0.014 -0.018 -0.046 1.105
C -1.50185 2.84627 -1.92199 0.078 0.071 0.132 -0.758
C 1.69098 2.15097 -0.40669 -0.065 0.101 0.032 0.168
C 5.64529 -2.31527 -2.42670 -0.128 -0.060 -0.162 0.045
C -2.88533 2.91357 3.13712 -0.024 0.014 -0.043 -0.441
C -4.78710 2.15922 1.84616 -0.031 0.010 -0.003 0.866
C -0.06776 2.76176 -1.48518 -0.159 -0.025 0.071 0.031
C 2.59552 1.56003 0.47082 -0.007 -0.032 -0.052 -0.435
C 1.17004 -2.59752 -0.17742 0.052 -0.038 -0.006 -0.558
C -3.36504 -0.41703 4.42418 -0.036 0.032 -0.012 -1.112
C 0.95433 -0.49874 -3.06463 -0.039 0.039 0.037 -0.311
C 3.19651 -2.08197 -3.78970 0.185 -0.069 0.086 0.192
C -5.66542 2.34866 2.90658 0.026 -0.001 -0.018 -1.144
C 3.41925 3.57723 -1.37425 0.013 -0.015 0.003 -1.269
C -3.75020 3.11746 4.19469 -0.005 0.062 -0.075 -0.691
C 1.48218 -1.48958 -2.16462 0.006 -0.033 0.046 -0.293
C -2.79745 0.34493 5.44271 0.099 -0.074 0.079 1.216
C 6.22079 -3.02797 -1.38477 -0.007 -0.035 0.033 -0.315
C 6.64599 -2.37429 -0.23935 -0.005 -0.022 -0.006 -0.604
C 5.55778 -0.92920 -2.35795 -0.029 -0.006 0.014 -0.351
C -3.41511 2.41111 1.95146 0.027 -0.015 0.017 -0.079
C -2.64953 -0.70334 3.27671 -0.023 0.098 -0.060 -0.753
C 6.01212 -0.26686 -1.23053 0.018 -0.002 0.012 -0.050
C -3.52910 1.48523 -1.51762 -0.081 0.179 0.034 -1.529
C 2.10301 3.13816 -1.30571 -0.012 0.046 -0.013 0.645
C -2.27936 -2.29336 -1.82653 0.102 -0.036 -0.003 -0.027
C 2.86607 -3.39245 -1.66978 0.036 0.046 -0.004 -0.776
C 3.90331 2.00020 0.41658 -0.009 -0.006 0.015 -0.687
H 1.18509 0.37919 -4.99146 0.004 0.004 0.009 0.489
H -3.90462 0.49717 -1.78683 0.036 0.009 0.104 0.372
H 0.64328 -2.64642 0.76813 0.010 -0.075 -0.033 0.474
H 3.73641 4.34222 -2.07103 -0.004 0.003 0.007 0.437
H -2.02206 3.50284 -1.22134 0.066 0.035 -0.010 0.354
H -4.10385 2.22565 -2.09198 0.011 -0.012 -0.069 0.486
H 4.63449 1.57644 1.09269 0.012 -0.007 -0.023 0.439
H 5.95080 0.80988 -1.17472 -0.001 0.001 0.008 0.562
H 5.14451 -0.36254 -3.18055 -0.014 -0.014 -0.017 0.402
H 2.26137 0.79225 1.15799 0.001 0.029 0.023 0.437
H -3.36576 3.49807 5.13189 -0.028 -0.043 0.026 0.428
H 2.37604 -4.35013 0.17358 0.006 0.007 0.003 0.494
H 6.33265 -4.10075 -1.48106 0.005 0.004 0.009 0.450
H 3.62749 -4.10891 -1.94660 0.024 0.007 0.013 0.634
H -1.05971 1.41362 6.07160 -0.008 -0.004 0.005 0.397
H 7.07729 -2.92663 0.58383 -0.006 0.000 -0.003 0.431
H -2.97405 -4.65851 -3.10996 -0.007 0.004 0.003 0.322
H -1.57748 3.29246 -2.92025 -0.003 -0.110 -0.040 0.489
H 0.23817 0.87885 4.02724 -0.007 0.001 -0.008 0.458
H -3.10562 -1.27302 2.47711 -0.001 -0.013 -0.005 0.421
H 0.87548 4.16187 -2.74489 0.014 0.028 0.018 0.232
H -3.00095 -3.48060 -0.41592 -0.007 -0.022 0.003 0.276
H -1.54743 -5.06547 -2.12569 0.005 0.008 -0.006 0.316
H -3.17183 -5.50040 -1.58281 0.010 0.000 0.011 0.346
H -1.82787 3.13174 3.21575 -0.040 -0.040 -0.006 0.453
H -5.76334 2.99503 4.93653 0.015 -0.008 0.010 0.442
H -5.83236 1.45790 0.10749 -0.010 0.007 0.005 0.217
H -1.87352 0.95369 -2.61811 -0.068 0.195 -0.152 0.329
H -4.39573 -0.75269 4.48447 -0.002 0.004 0.010 0.167
H -4.60527 -0.83464 6.45528 -0.006 -0.021 -0.010 0.346
H -6.72547 2.14703 2.81922 0.001 -0.006 0.001 0.418
H 5.34520 3.30546 -0.50108 -0.010 0.006 0.011 0.511
H 3.12911 -1.04282 -5.62376 -0.005 0.011 0.009 0.446
H -1.41982 -3.06484 -3.52083 -0.012 0.005 -0.002 0.315
H -1.22708 -1.37205 -3.23457 0.013 -0.004 -0.023 0.086
```
Positions in Å, forces in eV/Å.



A 2-piece molecular cluster, C4H11NO3 overall at a distorted geometry, computed with wB97M-V/def2-TZVPD.

## Properties
total charge: 0
HOMO level: -9.62 eV
Kohn-Sham gap: 0.3886 hartree

The geometry in XYZ format:
```
19
Properties=species:S:1:pos:R:3:forces:R:3:nbo_charge:R:1
O 1.39303 0.50694 -1.19504 -0.819 -0.428 0.238 -0.644
O 0.45489 0.83993 0.85583 -0.277 0.357 -1.167 -0.557
O -0.99518 -0.89984 -0.66659 0.061 -0.703 2.638 -0.440
N -0.13898 -1.90294 -1.19829 0.193 -0.298 0.306 -0.543
C -0.48488 2.00092 -0.98608 -0.696 -0.596 -0.261 -0.714
C 1.63305 0.31535 1.45708 -0.033 -0.298 -0.483 -0.262
C -1.39094 -1.25311 0.82564 -0.516 -0.711 -2.224 -0.260
C 0.44806 0.90380 -0.54440 2.127 1.789 1.408 0.843
H -0.60104 -2.30199 -2.01376 -0.145 0.338 0.173 0.341
H -0.23970 2.33554 -1.99098 0.154 -0.148 0.025 0.233
H 1.78535 -0.71090 1.11530 0.159 0.009 0.177 0.190
H -1.15139 -2.30191 0.99491 -0.319 -0.123 -0.601 0.198
H 2.49928 0.91820 1.17541 -0.021 -0.082 0.043 0.190
H 1.47919 0.35080 2.53396 -0.042 -0.014 -0.079 0.192
H -1.50285 1.61656 -1.00364 -0.125 0.133 0.087 0.240
H -2.45245 -1.05626 0.72084 -0.160 -0.289 0.465 0.190
H 0.70716 -1.42335 -1.51406 -0.234 0.121 0.076 0.366
H -0.42842 2.83734 -0.29365 0.031 -0.089 0.060 0.237
H -1.01418 -0.77508 1.72750 0.662 1.031 -0.881 0.200
```
Positions in Å, forces in eV/Å.



Q: Number 3 is which compound?
A: C40H35BrFeN10O4S



Q: total charge of number 1 (C17H28N7O)?
A: +1



Q: total charge of number 4 (C4H11NO3)?
A: 0



Q: Which formula does entry 4 have?
A: C4H11NO3